61
Properties=species:S:1:pos:R:3:forces:R:3 method="wB97M-V/def2-TZVPD" charge=-2 de_lowest_ev=0.3324
Pb 8.5382 -14.2811 -4.4974 0.2 0.2 0.4
C 13.1563 -18.1617 -5.7616 0.8 1.8 -0.1
C 12.5897 -16.7513 -6.1487 0.5 -1.3 0.3
N 12.6309 -15.8279 -5.0480 -0.1 0.0 0.2
C 11.5576 -15.6188 -4.2861 0.1 0.3 0.7
S 10.1802 -16.6422 -4.5167 -0.5 0.2 0.3
N 11.7282 -14.6760 -3.3487 -0.8 -0.2 0.0
N 10.5477 -14.3604 -2.7273 1.1 -0.2 -0.4
C 10.6162 -13.9136 -1.5286 -0.2 0.0 0.2
C 11.8962 -13.8284 -0.7259 -1.3 -0.3 -0.2
C 9.2954 -13.5760 -0.9507 0.4 0.6 0.3
C 9.1695 -13.0015 0.3352 -0.5 -0.9 -0.3
C 7.9075 -12.7883 0.8650 0.3 -0.2 -1.0
C 6.8327 -13.1233 0.0561 -0.5 0.6 0.3
C 7.0254 -13.5675 -1.2466 0.3 0.0 0.2
N 8.2466 -13.8083 -1.7484 -1.3 0.1 0.5
H 12.9818 -18.8246 -6.5861 0.1 -0.5 -0.4
H 12.7210 -18.5553 -4.8682 -0.6 -0.2 0.5
H 14.2374 -18.0283 -5.5527 -0.4 -0.3 -0.3
H 11.5318 -16.8821 -6.4381 0.8 0.4 -0.2
H 13.2209 -16.3341 -6.9221 -0.2 0.0 -0.5
H 13.3960 -15.1865 -4.8562 -0.1 -0.2 -0.5
H 12.5923 -14.5029 -1.1657 0.7 -0.4 -0.4
H 11.7107 -14.1540 0.2883 0.0 0.1 0.4
H 12.2954 -12.8344 -0.7370 0.3 0.6 0.1
H 10.0154 -12.8763 0.9727 0.6 0.3 0.0
H 7.7757 -12.3242 1.8333 0.0 -0.2 0.1
H 5.8343 -12.9217 0.4248 -0.1 -0.1 -0.2
H 6.1379 -13.7240 -1.8749 0.6 -0.1 0.1
Se 14.8326 -14.5207 -8.5680 0.4 0.0 -0.2
Sb 13.2629 -12.7119 -8.5786 -0.2 -0.3 -0.3
Se 10.5800 -12.7287 -6.6115 -0.1 0.2 0.3
Se 11.0050 -14.1555 -8.4252 0.1 0.1 -0.1
Se 12.8655 -12.4561 -6.0209 -0.2 0.0 0.3
Cl 1.2499 -16.8419 -7.1357 0.2 0.1 -0.3
C 2.9474 -16.5406 -6.8654 -0.4 0.5 -1.0
C 3.5432 -17.0737 -5.7377 1.0 0.9 -0.1
Cl 2.6726 -18.1571 -4.7700 -0.3 -0.6 0.7
C 4.8223 -16.6518 -5.3859 -0.1 0.2 0.0
Cl 5.5283 -17.0511 -3.8699 0.0 -0.3 0.2
C 5.6112 -15.7700 -6.1934 0.2 -0.7 0.1
O 6.7750 -15.4115 -5.8645 0.0 0.1 0.0
C 5.0160 -15.4275 -7.4272 -0.8 0.8 -1.1
Cl 5.9349 -14.4724 -8.5621 0.0 -0.2 0.4
C 3.6808 -15.6968 -7.7302 0.1 -0.7 0.9
Cl 2.9206 -15.0179 -9.1270 0.0 -0.1 0.1
C 10.3052 -10.7671 -3.6080 -0.4 0.5 0.7
C 8.8163 -10.8907 -3.3723 -0.2 0.5 -0.3
C 8.0148 -10.1248 -2.5320 -0.4 -1.1 -0.8
C 6.6677 -10.5449 -2.8013 0.6 0.2 0.4
C 6.7578 -11.5545 -3.7559 -0.6 1.0 0.2
C 5.6379 -12.3549 -4.3356 0.3 -0.5 -0.2
N 8.0400 -11.7295 -4.1449 1.0 -0.3 0.3
H 10.8121 -10.2263 -2.7828 -0.4 -0.1 -0.3
H 10.5391 -10.2240 -4.5373 0.0 -0.4 0.2
H 10.7400 -11.7523 -3.5810 0.5 -0.5 -0.5
H 8.3739 -9.4290 -1.8068 0.0 0.5 0.3
H 5.7913 -10.1150 -2.3268 -0.1 -0.3 -0.1
H 4.6854 -12.1137 -3.8924 -0.4 0.5 0.0
H 5.7467 -13.4055 -4.0705 0.1 -0.5 -0.1
H 5.5736 -12.3341 -5.4351 0.0 0.2 0.3